No. 1
DFT (ωB97M-V/def2-TZVPD) results for C12H30F6Li5N4O21S6 as an isolated structure at a distorted geometry.

Geometry as XYZ:
```
84
C12H30F6Li5N4O21S6 (ωB97M-V/def2-TZVPD)
S 3.51692 -1.25033 3.77714
S -3.33023 -1.12282 -2.69124
S -1.43206 -2.61174 -2.15978
S 3.87397 0.73188 5.38689
S -4.56023 1.03092 1.80123
S -2.41485 2.05417 0.87687
F 4.01146 2.24177 4.89501
F -4.83308 -0.11161 2.87363
F -0.97092 2.02973 1.60272
F 2.18365 -1.81591 3.11481
F -0.23390 -2.71577 -1.08660
F -3.65144 0.38798 -2.35431
O 5.19528 0.29216 5.48071
O -0.68431 -2.66812 -3.36833
O -2.99679 -1.14607 -4.06476
O 1.15227 4.46112 0.09721
O 0.23678 0.14504 -0.14588
O -2.12292 1.69992 -0.48145
O 2.98988 5.89060 1.49844
O 3.66879 -2.03700 4.92171
O -4.96432 2.19038 2.48086
O 4.48876 -1.24789 2.74909
O -4.44222 -1.83292 -2.18979
O 3.01399 0.76958 6.50719
O -5.14518 0.61639 0.58484
O 0.69134 0.43397 -3.19047
O -2.29716 -3.68822 -1.85600
O -0.35236 -0.91680 1.63508
O 1.42381 0.34367 1.60774
O -1.56658 1.86003 -3.35806
O 0.35799 -5.82782 1.51034
O -1.62540 -7.39597 0.78314
O -2.91031 3.32415 1.14776
N -2.94648 0.68437 1.70326
N 3.00059 0.27946 4.03263
N -1.96005 -1.16781 -1.63559
N 0.46439 -0.18308 0.98129
C 0.12084 0.64757 -4.48793
C -2.36886 -8.57928 0.56041
C 0.66416 3.65557 -0.92838
C 1.40500 5.78651 -0.29745
C -2.69359 2.71462 -3.56806
C 1.80574 -0.46032 -3.21269
C 0.15292 -5.94171 0.13619
C -0.61267 -7.22658 -0.13861
C 3.61651 6.68774 2.49060
C 1.04898 -4.65520 1.83927
C 1.92986 6.57273 0.87782
C -0.62454 1.94060 -4.42206
Li 1.09435 0.63224 3.80672
Li -1.74561 -0.10083 2.94399
Li -2.36292 -0.57803 0.16642
Li -0.93372 0.47859 -1.88812
Li 3.08448 1.41339 2.46196
H -0.94931 -7.23595 -1.18913
H -2.69502 -8.64250 -0.48593
H 2.89733 7.06466 3.22354
H 0.85119 0.66043 -5.30141
H -3.35666 2.29291 -4.31847
H 2.00942 -4.55622 1.30253
H 1.43624 3.51351 -1.70031
H 0.08776 -8.08313 -0.12140
H 0.43520 2.66490 -0.54778
H 1.13366 6.67053 1.63082
H 2.12978 5.77663 -1.12297
H 1.93223 -0.80469 -2.18589
H -3.15634 2.93912 -2.61088
H -3.23853 -8.54657 1.20839
H 0.09146 2.72054 -4.13482
H 0.47908 6.27189 -0.63418
H 4.43415 6.11374 2.91714
H -0.44142 -5.12727 -0.29826
H 1.56699 -1.36684 -3.77375
H 2.19147 7.56528 0.48906
H -1.75894 -9.46736 0.76408
H 1.32626 -4.67101 2.89184
H -1.03293 2.14718 -5.41303
H 2.69097 0.04736 -3.58918
H -0.24758 4.03533 -1.41157
H -0.52903 -0.21687 -4.67469
H 1.09331 -5.98824 -0.43114
H 4.09753 7.56660 2.03485
H 0.46052 -3.76531 1.56830
H -2.34879 3.70633 -3.89318
```

Output
HOMO-LUMO gap (eV): 5.59
E_HOMO (Eh): -0.4048
Total charge: +1

No. 2
DFT (ωB97M-V/def2-TZVPD) results for a 2-piece molecular cluster, C6H10S overall at a distorted geometry.

Geometry as XYZ:
```
17
C6H10S (ωB97M-V/def2-TZVPD)
S -3.10523 -1.36754 -1.26488
C -0.26821 0.74501 1.57753
C -0.59848 1.03382 0.15169
C 0.87623 0.10644 1.72814
C 1.57444 -0.12961 0.42508
C 0.63947 0.47839 -0.65802
C 0.22391 -0.50821 -1.64343
H -0.94544 1.03388 2.36409
H -1.52290 0.52938 -0.14169
H 2.54887 0.36329 0.40281
H 0.06243 -0.24700 -2.67194
H -0.04736 -1.50061 -1.32858
H 1.12274 1.32375 -1.15835
H 1.30181 -0.23892 2.65426
H -2.87527 -2.52638 -0.65850
H 1.74332 -1.19563 0.25485
H -0.73034 2.09994 -0.03308
```

Output
HOMO-LUMO gap (spin up / spin down) (eV): 5.32 / 5.22
E_HOMO (spin up / spin down) (Eh): -0.2832 / -0.2815
Total charge: 0

No. 3
DFT (ωB97M-V/def2-TZVPD) results for a 2-piece molecular cluster, C4H6N2O overall at a distorted geometry.

Geometry as XYZ:
```
13
C4H6N2O (ωB97M-V/def2-TZVPD)
O 1.36501 -0.52719 -1.17384
N -0.12117 -0.27308 1.81895
N -0.03930 2.40500 -0.50528
C 0.83904 -1.55157 -1.00121
C -0.78791 1.78136 0.51969
C 0.26289 -2.68433 -0.80279
C -0.39925 0.76686 1.23786
H 0.44357 -0.23134 2.66520
H -0.60874 2.56184 -1.33270
H -0.38150 -2.81884 0.04633
H -1.74358 2.23685 0.74364
H 0.77420 1.85293 -0.75305
H 0.39674 -3.51849 -1.46280
```

Output
HOMO-LUMO gap (eV): 8.67
E_HOMO (Eh): -0.2874
Structure (SMILES): N=C=CN.C=C=O
Total charge: 0

No. 4
DFT (ωB97M-V/def2-TZVPD) results for C17H36Cl2O2Si2Sn as an isolated structure at a distorted geometry.

Geometry as XYZ:
```
60
C17H36Cl2O2Si2Sn (ωB97M-V/def2-TZVPD)
Sn 0.12339 -0.03015 -0.95026
Cl -1.96801 0.18635 0.13944
Cl 0.28549 2.33765 -0.66916
Si 0.15469 -1.51775 2.33504
Si -0.34791 1.66055 2.70064
O 1.91399 0.08205 -0.25276
O 3.02309 4.22055 -0.95516
C -2.89431 -0.40585 -2.89226
C -2.18841 1.69865 3.04574
C -1.49771 -1.82325 3.14914
C 0.78599 0.26175 -3.11676
C 0.51569 1.51615 4.35594
C 1.50839 -1.85735 3.58334
C 0.77689 -1.14045 -2.83716
C 1.95559 -2.04355 -2.83726
C 0.33359 -2.86875 1.05004
C -1.41351 -0.41215 -2.89256
C -0.59321 -1.54565 -2.69236
C -1.08941 -2.93025 -2.51266
C 1.97699 1.08405 -3.44716
C -1.06641 2.05585 -3.50226
C 0.07049 3.41555 2.18674
C 0.34139 0.23125 1.55574
C -0.58171 0.70365 -3.13986
H 2.86779 -1.50325 -2.60436
H -3.26171 -0.61175 -3.89976
H 0.23979 -3.85545 1.54764
H -0.54611 3.73605 1.32534
H 2.19039 -0.76535 0.12974
H 1.46369 -1.16445 4.44024
H -2.32061 -1.64595 2.42794
H 3.98799 4.20455 -0.84646
H 0.22959 2.37785 4.99354
H -2.75831 1.90065 2.12054
H -3.29791 -1.16195 -2.22696
H -2.53821 0.75425 3.50014
H 2.15859 1.06465 -4.52326
H 1.32039 -2.81685 0.55144
H 1.84119 2.11595 -3.14056
H -1.43161 2.04165 -4.53126
H -1.53791 -2.87635 3.49494
H 2.07829 -2.49715 -3.82206
H 1.61249 1.52505 4.20624
H 2.86569 0.71315 -2.94686
H -1.89911 -2.97505 -1.79016
H -0.28281 2.79955 -3.42886
H -1.60281 -1.16835 4.03424
H 1.39619 -2.89425 3.96184
H 2.49489 -1.75755 3.08564
H -3.29071 0.55465 -2.58016
H 0.20339 0.58785 4.86904
H 1.39869 0.45725 1.80514
H 1.15319 3.50555 1.96074
H -2.38991 2.51855 3.76574
H -1.88241 2.37375 -2.85996
H -1.46761 -3.30255 -3.46686
H -0.47571 -2.77385 0.30134
H -0.30821 -3.59855 -2.17176
H -0.18121 4.10005 3.02254
H 1.84569 -2.84105 -2.10866
```

Output
HOMO-LUMO gap (eV): 4.13
E_HOMO (Eh): 0.0153
Total charge: -2

No. 5
DFT (ωB97M-V/def2-TZVPD) results for a 2-piece molecular cluster, C5H15NS overall at a distorted geometry.

Geometry as XYZ:
```
22
C5H15NS (ωB97M-V/def2-TZVPD)
S -1.45200 -1.57151 0.34964
N 1.31966 -0.80798 0.28297
C 1.23910 0.67534 0.26711
C -1.43010 -1.93910 -1.41404
C -2.71982 -1.54669 -2.06594
C 1.02868 2.83555 1.60007
C 1.40177 1.34228 1.64187
H 1.71075 -1.16694 -0.60617
H -0.63844 -1.33342 -1.91445
H 0.23956 0.88980 -0.14057
H 1.96181 1.03208 -0.48430
H 1.15305 3.23068 2.58427
H 1.94103 -1.15366 1.00001
H -0.05059 2.95229 1.34936
H -1.14191 -2.97955 -1.58093
H -0.21184 -1.27225 0.68582
H -3.53365 -2.26329 -1.75886
H 1.61209 3.39046 0.82954
H 2.44816 1.21023 1.96599
H -3.09894 -0.56662 -1.84453
H 0.79607 0.80199 2.38150
H -2.57442 -1.75971 -3.12837
```

Output
HOMO-LUMO gap (eV): 9.05
E_HOMO (Eh): -0.2985
Structure (SMILES): CCCN.CCS
Total charge: 0

Which of these has the highest total charge?
C12H30F6Li5N4O21S6

Please write out number 3 again, unchanged.
DFT (ωB97M-V/def2-TZVPD) results for a 2-piece molecular cluster, C4H6N2O overall at a distorted geometry.

Geometry as XYZ:
```
13
C4H6N2O (ωB97M-V/def2-TZVPD)
O 1.36501 -0.52719 -1.17384
N -0.12117 -0.27308 1.81895
N -0.03930 2.40500 -0.50528
C 0.83904 -1.55157 -1.00121
C -0.78791 1.78136 0.51969
C 0.26289 -2.68433 -0.80279
C -0.39925 0.76686 1.23786
H 0.44357 -0.23134 2.66520
H -0.60874 2.56184 -1.33270
H -0.38150 -2.81884 0.04633
H -1.74358 2.23685 0.74364
H 0.77420 1.85293 -0.75305
H 0.39674 -3.51849 -1.46280
```

Output
HOMO-LUMO gap (eV): 8.67
E_HOMO (Eh): -0.2874
Structure (SMILES): N=C=CN.C=C=O
Total charge: 0